Entry a
DFT (wB97M-V/def2-TZVPD) results for an isolated molecule of C3H4FNO.

- Frontier orbital gap: 10.7 eV
- Molecular weight: 89.1 u
- E_LUMO: 0.72 eV

Atoms and positions in Å:
H 1.246 -0.944 0.750
H 1.323 1.452 -0.578
F -2.080 1.383 0.144
H 1.036 -1.266 -0.980
N -0.969 0.606 -0.208
H 0.614 1.002 1.064
C 0.719 -0.660 -0.114
O -1.694 -1.633 -0.034
C -0.863 -0.752 -0.069
C 0.668 0.812 0.027

Löwdin population analysis, charges in e, atoms 1 to 6: atom 1 (H): 0.10, atom 2 (H): 0.12, atom 3 (F): -0.01, atom 4 (H): 0.13, atom 5 (N): 0.02, atom 6 (H): 0.10


Entry b
DFT (wB97M-V/def2-TZVPD) results for an isolated molecule of C3H4FNO.

- Frontier orbital gap: 12.0 eV
- Molecular weight: 89.1 u
- E_LUMO: 0.71 eV

Atoms and positions in Å:
H 1.713 0.798 -0.027
O 1.119 0.856 -0.806
H -0.092 -0.315 -1.876
C 0.292 -0.263 -0.851
C -0.823 0.063 0.139
H -1.036 1.088 -0.095
H 0.840 -1.165 -0.596
F -1.811 -0.898 -0.020
C -0.280 0.018 1.517
N 0.079 -0.183 2.616

Löwdin population analysis, charges in e, atoms 1 to 6: atom 1 (H): 0.11, atom 2 (O): -0.06, atom 3 (H): 0.14, atom 4 (C): -0.23, atom 5 (C): -0.30, atom 6 (H): 0.15


Which structure is most stable? entry b, by 57.9 kcal/mol over the runner-up.